(1)
Molecular formula: CH7N6
Method: DFT, ωB97M-V/def2-TZVPD

Bonds (Å) are listed after each position.
Geometry (Å):
1 C 0.773 0.474 0.261  N2 1.316, N5 1.357, N6 1.305
2 N 0.963 1.586 0.937  C1 1.316, H8 1.000, H14 1.043
3 N -3.251 -0.516 0.346  N4 1.115
4 N -2.825 -0.056 1.267  N3 1.115
5 N 1.741 -0.279 -0.321  C1 1.357, H10 1.066, H11 1.018
6 N -0.470 0.206 -0.032  C1 1.305, N7 1.393
7 N -0.782 -0.836 -0.902  N6 1.393, H9 1.035, H12 1.088, H13 1.061
8 H 0.146 1.952 1.384  N2 1.000
9 H -1.636 -1.315 -0.566  N7 1.035
10 H 2.766 -0.116 -0.077  N5 1.066
11 H 1.726 -1.190 -0.775  N5 1.018
12 H 0.066 -1.490 -1.094  N7 1.088
13 H -1.144 -0.230 -1.694  N7 1.061
14 H 1.927 1.808 1.266  N2 1.043

Its HOMO-LUMO gap is 10.2 eV. The charge is +1. For the LUMO energy, the calculation gives -3.61 eV.

---

(2)
Molecular formula: CH7NO
Method: DFT, ωB97M-V/def2-TZVPD

Bonds (Å) are listed after each position.
Geometry (Å):
1 C 0.272 -0.183 -1.614  N2 1.482, H3 1.090, H4 1.089, H5 1.083
2 N -0.717 0.038 -0.532  C1 1.482, H6 1.004, H7 1.003
3 H 0.153 0.592 -2.370  C1 1.090
4 H 0.170 -1.211 -1.956  C1 1.089
5 H 1.245 0.024 -1.187  C1 1.083
6 H -0.175 0.265 0.282  N2 1.004
7 H -1.479 0.663 -0.717  N2 1.003
8 O 0.013 -0.315 2.369  H9 0.974, H10 0.955
9 H -0.316 0.454 2.869  O8 0.974
10 H 0.834 -0.327 2.856  O8 0.955

As for the SMILES: CN.O. Its HOMO-LUMO gap is 9.3 eV. For the LUMO energy, the calculation gives 0.77 eV.

---

(3)
Molecular formula: CH7NO
Method: DFT, ωB97M-V/def2-TZVPD

Bonds (Å) are listed after each position.
Geometry (Å):
1 C -1.053 -0.578 -0.008  N2 1.446, H3 1.065, H4 1.076, H5 1.098
2 N -0.395 0.709 0.020  C1 1.446, H6 1.019, H7 1.000
3 H -0.962 -1.012 0.961  C1 1.065
4 H -2.101 -0.663 -0.236  C1 1.076
5 H -0.491 -1.257 -0.663  C1 1.098
6 H -0.497 1.220 -0.856  N2 1.019
7 H -0.748 1.268 0.770  N2 1.000
8 O 2.207 -0.270 0.025  H9 1.019, H10 0.967
9 H 1.254 0.086 0.050  O8 1.019
10 H 2.786 0.500 -0.061  O8 0.967

As for the SMILES: CN.O. Its HOMO-LUMO gap is 11.0 eV. For the LUMO energy, the calculation gives 0.95 eV.

---

(4)
Molecular formula: CH7NO2
Method: DFT, ωB97M-V/def2-TZVPD

Bonds (Å) are listed after each position.
Geometry (Å):
1 N 0.391 -0.257 -0.553  C2 1.393, H4 1.009, H5 1.075
2 C 0.172 -0.788 0.716  N1 1.393, O3 1.450, H6 1.174, H7 1.171
3 O 0.709 -2.135 0.708  C2 1.450, H8 0.884
4 H 1.351 -0.313 -0.860  N1 1.009
5 H -0.151 -0.706 -1.366  N1 1.075
6 H 1.002 -0.475 1.486  C2 1.174
7 H -0.928 -0.777 1.117  C2 1.171
8 H 0.173 -2.658 0.239  O3 0.884
9 O -1.241 2.938 -0.308  H10 0.919, H11 1.018
10 H -0.368 3.166 -0.484  O9 0.919
11 H -1.110 2.005 -0.696  O9 1.018

As for the SMILES: NCO.O. Its HOMO-LUMO gap is 10.7 eV. For the LUMO energy, the calculation gives 0.75 eV.

---

(5)
Molecular formula: CH7NO2
Method: DFT, ωB97M-V/def2-TZVPD

Bonds (Å) are listed after each position.
Geometry (Å):
1 C -1.492 -0.406 1.547  N2 1.258, H3 1.080, H4 1.086
2 N -0.564 -0.026 0.787  C1 1.258, H5 1.011
3 H -1.611 -1.475 1.646  C1 1.080
4 H -2.321 0.234 1.834  C1 1.086
5 H -0.201 0.858 0.458  N2 1.011
6 O 0.692 1.336 -1.592  H7 0.967, H8 0.973
7 H 0.399 1.803 -2.387  O6 0.967
8 H 0.570 0.402 -1.836  O6 0.973
9 O 1.780 -1.185 -0.334  H10 0.968, H11 0.986
10 H 1.669 -0.234 -0.472  O9 0.968
11 H 1.080 -1.307 0.349  O9 0.986

As for the SMILES: C=N.O.O. Its HOMO-LUMO gap is 10.4 eV. For the LUMO energy, the calculation gives 0.77 eV.

---

(6)
Molecular formula: CH7NO2
Method: DFT, ωB97M-V/def2-TZVPD

Bonds (Å) are listed after each position.
Geometry (Å):
1 N 1.720 0.769 0.976  C2 1.460, H4 1.020, H5 1.019
2 C 0.915 0.675 -0.239  N1 1.460, O3 1.392, H6 1.091, H7 1.099
3 O -0.226 1.462 -0.107  C2 1.392, H8 0.963
4 H 2.550 0.183 0.896  N1 1.020
5 H 1.174 0.385 1.746  N1 1.019
6 H 0.571 -0.332 -0.478  C2 1.091
7 H 1.559 0.975 -1.078  C2 1.099
8 H 0.056 2.382 -0.078  O3 0.963
9 O -2.274 -2.479 -0.607  H10 0.973, H11 0.961
10 H -2.173 -3.259 -0.035  O9 0.973
11 H -1.380 -2.201 -0.824  O9 0.961

As for the SMILES: NCO.O. Its HOMO-LUMO gap is 10.6 eV. For the LUMO energy, the calculation gives 0.70 eV.

---

(7)
Molecular formula: CH7NO2P
Method: DFT, ωB97M-V/def2-TZVPD

Bonds (Å) are listed after each position.
Geometry (Å):
1 C 0.310 1.135 1.022  N2 1.354, O3 1.270, H6 1.150
2 N 0.906 1.891 0.070  C1 1.354, H7 1.015, H9 1.077
3 O 0.971 0.401 1.821  C1 1.270, H10 1.001
4 O -0.047 -0.439 -0.268  P5 1.497
5 P -1.049 -1.528 -0.492  O4 1.497, H8 1.416, H11 1.416, H12 1.284
6 H -0.739 1.309 1.459  C1 1.150
7 H 1.690 1.526 -0.460  N2 1.015
8 H -1.378 -2.395 0.578  P5 1.416
9 H 0.361 2.581 -0.553  N2 1.077
10 H 1.884 0.382 1.411  O3 1.001
11 H -0.468 -2.425 -1.421  P5 1.416
12 H -2.169 -1.171 -1.009  P5 1.284

Its HOMO-LUMO gap is 12.2 eV. The charge is +1. For the LUMO energy, the calculation gives -3.28 eV.

---

(8)
Molecular formula: CH7NO4
Method: DFT, ωB97M-V/def2-TZVPD

Bonds (Å) are listed after each position.
Geometry (Å):
1 N 1.281 -0.074 -0.852  C2 1.348, H5 1.006, H6 1.007
2 C 0.814 1.169 -0.618  N1 1.348, O3 1.214, O4 1.366
3 O 1.267 2.201 -1.067  C2 1.214
4 O -0.253 1.168 0.235  C2 1.366, H7 0.970
5 H 2.082 -0.164 -1.454  N1 1.006
6 H 0.753 -0.875 -0.546  N1 1.007
7 H -0.575 2.081 0.168  O4 0.970
8 O -0.215 -2.610 0.077  H9 0.965, H10 0.971
9 H -1.085 -2.830 -0.276  O8 0.965
10 H -0.402 -2.065 0.859  O8 0.971
11 O -2.050 -0.997 1.537  H12 0.966, H13 0.968
12 H -2.059 -0.859 2.493  O11 0.966
13 H -1.791 -0.125 1.207  O11 0.968

As for the SMILES: NC(=O)O.O.O. Its HOMO-LUMO gap is 10.8 eV. For the LUMO energy, the calculation gives 0.37 eV.

---

(9)
Molecular formula: CH7NO4Si
Method: DFT, ωB97M-V/def2-TZVPD

Bonds (Å) are listed after each position.
Geometry (Å):
1 C 1.603 0.316 1.277  O6 1.281, H8 1.143, H9 1.218
2 N 2.809 0.265 -0.738  O6 1.344, H10 0.980
3 O -0.605 -0.729 0.795  Si7 1.658, H12 0.912
4 O -0.730 0.579 -1.608  Si7 1.616, H13 0.943
5 O -2.749 0.732 -0.040  Si7 1.628, H14 0.988
6 O 2.060 0.856 0.209  C1 1.281, N2 1.344
7 Si -1.541 -0.262 -0.491  O3 1.658, O4 1.616, O5 1.628, H11 1.423
8 H 0.974 0.958 1.984  C1 1.143
9 H 1.652 -0.849 1.631  C1 1.218
10 H 2.937 -0.688 -0.549  N2 0.980
11 H -2.082 -1.355 -1.225  Si7 1.423
12 H -0.959 -1.154 1.520  O3 0.912
13 H 0.034 0.268 -2.066  O4 0.943
14 H -3.405 1.064 -0.700  O5 0.988

Its HOMO-LUMO gap (alpha / beta) is 8.8 / 8.1 eV. For the LUMO energy (alpha / beta), the calculation gives 0.34 / 0.24 eV.

---

(10)
Molecular formula: CH7NOSSi
Method: DFT, ωB97M-V/def2-TZVPD

Bonds (Å) are listed after each position.
Geometry (Å):
1 C -1.635 1.118 -0.322  Si4 1.881, H6 1.087, H7 1.086, H8 1.087
2 N 1.052 -0.976 1.535  H9 1.014, H10 1.014, H12 1.012
3 O 0.282 -0.625 -1.532  Si4 1.554, S5 1.706
4 Si 0.091 0.826 -1.012  C1 1.881, O3 1.554, H11 1.448
5 S 1.358 -1.833 -2.074  O3 1.706
6 H -1.805 0.479 0.541  C1 1.087
7 H -1.747 2.150 -0.003  C1 1.086
8 H -2.409 0.903 -1.054  C1 1.087
9 H 0.457 -1.791 1.432  N2 1.014
10 H 1.876 -1.155 0.972  N2 1.014
11 H 1.136 1.829 -0.987  Si4 1.448
12 H 1.344 -0.924 2.502  N2 1.012

Its HOMO-LUMO gap (alpha / beta) is 6.2 / 6.2 eV. For the LUMO energy (alpha / beta), the calculation gives -0.82 / -0.82 eV.

---

For reference, energy above the lowest of the compared OMol25 structures with the same formula, charge and spin by record: 10.5, 11.6, 0.0, 25.2, 22.8, 3.4, 36.7, 0.0, 0.0, 15.5 kcal per mole.
For reference, strongest force on any atom by record: 4.59, 1.57, 1.60, 5.40, 2.22, 0.70, 4.30, 0.79, 3.46, 1.99 eV Å⁻¹.